Here is a molecular structure, C4H5ClOS at a distorted geometry from the OMol25 dataset. Energies are from wB97M-V/def2-TZVPD.

The frontier orbital gap comes out at 8.37 eV. The calculation puts the energy above the lowest of the compared OMol25 structures with the same formula, charge and spin at 162.7 kJ/mol. As for the multiplicity: 1.

```
12
C4H5ClOS (wB97M-V/def2-TZVPD)
C 0.32127 0.91215 0.19130
C 1.53307 0.02216 0.38977
C -0.30045 -0.33970 -0.37766
C -1.76558 -0.72609 -0.09724
H -0.25302 1.14767 1.08695
H 2.18365 0.01003 -0.51016
H 2.09185 0.03873 1.34045
H -0.10943 -0.44938 -1.40111
H -1.97053 -0.34576 0.91902
O 0.67979 -1.14436 0.34034
S -2.80594 -1.48346 -1.08860
Cl 0.39533 2.35799 -0.79306
```

Here is a molecular structure, C4H5ClOSi at a distorted geometry from the OMol25 dataset. Energies are from wB97M-V/def2-TZVPD.

The frontier orbital gap comes out at 8.69 eV. The calculation puts the energy above the lowest of the compared OMol25 structures with the same formula, charge and spin at 316.4 kJ/mol. As for the multiplicity: 1.

```
12
C4H5ClOSi (wB97M-V/def2-TZVPD)
C 1.46587 -0.48040 -2.30457
C 0.55712 -0.78502 -1.53292
C -0.30627 -1.18950 -0.49639
C -1.03797 0.45263 0.24478
O -0.85845 -2.23772 -0.19208
Si 0.15073 0.65684 1.69408
Cl -1.12638 1.72169 -0.98082
H 2.05073 -0.11758 -3.11016
H -2.00940 0.15302 0.46912
H 1.30146 0.27255 0.93710
H -0.32544 -0.38947 2.57839
H 0.13800 1.94294 2.69348
```

Here is a single C4H5ClS2 molecule at a distorted geometry from the OMol25 dataset. Energies are from wB97M-V/def2-TZVPD.

The frontier orbital gap comes out at 8.53 eV. The calculation puts the energy above the lowest of the compared OMol25 structures with the same formula, charge and spin at 62.1 kJ/mol. As for the multiplicity: 1. The structure (SMILES) is CC(=S)S/C=C/Cl.

```
12
C4H5ClS2 (wB97M-V/def2-TZVPD)
C -2.46258 -0.39099 -0.08494
C -1.18124 0.38110 -0.06103
C 1.60223 0.11420 0.44487
C 2.74095 -0.15359 -0.19202
H -3.34814 0.25007 -0.05533
H -2.50769 -1.05434 0.78801
H -2.49748 -1.01641 -0.97422
H 1.52558 0.88332 1.18334
H 2.86136 -0.92744 -0.92742
S -0.99537 2.00023 -0.06722
S 0.10916 -0.79058 0.01214
Cl 4.15319 0.70443 -0.06619
```